No. 1
Molecular formula: C9H22Br2IrO3PS3
Method: DFT, ωB97M-V with the def2-TZVPD basis set

## Properties
HOMO energy (alpha / beta) in eV: -15.1403 / -15.1394
Spin multiplicity: 1
Electronic energy in eV: -200536.6152
Net charge: +2
F_max in eV Å⁻¹: 1.7
HOMO-LUMO gap (alpha / beta) in eV: 7.1 / 7.1

Element x y z (Å)
Ir (1.571, -0.399, 0.668)
Br (1.949, -0.314, 3.242)
C (3.738, -1.064, 3.022)
Br (4.095, -1.225, 1.137)
H (3.744, -2.054, 3.462)
H (4.463, -0.392, 3.465)
C (-0.434, -4.986, -3.573)
C (-0.315, -4.727, -2.099)
O (0.514, -3.508, -1.893)
P (0.040, -2.182, -1.269)
S (1.451, -0.750, -1.572)
S (0.093, -2.092, 0.788)
O (-1.386, -1.968, -1.851)
C (-2.413, -0.990, -1.474)
C (-2.030, 0.413, -1.865)
H (-1.000, -5.905, -3.723)
H (0.547, -5.112, -4.026)
H (-0.961, -4.176, -4.075)
H (0.228, -5.505, -1.569)
H (-1.281, -4.565, -1.622)
H (-2.589, -1.109, -0.404)
H (-3.291, -1.335, -2.013)
H (-1.186, 0.785, -1.286)
H (-2.891, 1.058, -1.683)
H (-1.785, 0.474, -2.925)
C (-2.415, 3.320, 2.175)
C (-1.305, 3.116, 1.154)
S (0.017, 2.097, 1.856)
O (0.384, 1.189, 0.620)
C (1.372, 3.283, 2.001)
C (2.039, 3.642, 0.686)
H (-3.179, 3.956, 1.733)
H (-2.053, 3.817, 3.075)
H (-2.875, 2.375, 2.460)
H (-0.860, 4.054, 0.825)
H (-1.630, 2.556, 0.277)
H (2.068, 2.854, 2.721)
H (0.897, 4.145, 2.479)
H (2.450, 2.765, 0.186)
H (2.862, 4.325, 0.894)
H (1.357, 4.136, -0.005)



No. 2
Molecular formula: C68H181N15O19
Method: DFT, ωB97M-V with the def2-TZVPD basis set

## Properties
HOMO energy in eV: -8.5168
Spin multiplicity: 1
Electronic energy in eV: -134690.0157
F_max in eV Å⁻¹: 3.5
HOMO-LUMO gap in eV: 9.1

Element x y z (Å)
C (-2.395, -5.587, -1.490)
O (-2.876, -4.625, -0.567)
C (-2.176, -4.743, 0.681)
C (-2.621, -3.616, 1.629)
N (-4.063, -3.439, 1.827)
C (-4.309, -2.166, 2.507)
C (-5.773, -2.039, 2.929)
O (-6.580, -2.444, 1.822)
C (-7.975, -2.443, 2.105)
H (-2.622, -6.557, -1.057)
H (-1.373, -5.446, -1.780)
H (-3.086, -5.500, -2.344)
H (-1.106, -4.762, 0.413)
H (-2.472, -5.724, 1.116)
H (-2.139, -2.667, 1.288)
H (-2.139, -3.902, 2.612)
H (-4.401, -3.408, 0.851)
H (-3.961, -1.358, 1.885)
H (-3.809, -2.063, 3.483)
H (-6.027, -1.000, 3.299)
H (-5.774, -2.816, 3.727)
H (-8.557, -2.328, 1.238)
H (-8.188, -1.556, 2.811)
H (-8.217, -3.400, 2.658)
C (-3.659, -3.294, -3.747)
O (-4.128, -2.100, -3.173)
C (-5.346, -2.109, -2.479)
C (-5.776, -0.647, -2.151)
N (-5.881, 0.125, -3.363)
C (-6.268, 1.491, -3.134)
C (-5.217, 2.509, -2.543)
O (-3.923, 2.310, -3.040)
C (-3.056, 3.486, -2.795)
H (-3.537, -3.233, -4.868)
H (-4.338, -4.136, -3.483)
H (-2.734, -3.662, -3.259)
H (-5.249, -2.660, -1.503)
H (-6.102, -2.650, -3.094)
H (-4.990, -0.259, -1.443)
H (-6.687, -0.697, -1.546)
H (-4.960, 0.087, -3.787)
H (-7.047, 1.553, -2.419)
H (-6.672, 1.919, -4.008)
H (-5.090, 2.527, -1.412)
H (-5.590, 3.460, -2.779)
H (-2.083, 3.242, -3.125)
H (-3.088, 3.853, -1.779)
H (-3.442, 4.302, -3.378)
C (2.125, 2.804, 4.798)
O (1.673, 3.873, 5.650)
C (0.400, 4.343, 5.295)
C (-0.198, 5.091, 6.426)
N (0.404, 6.390, 6.648)
C (1.597, 6.497, 7.502)
C (1.647, 7.912, 8.054)
O (0.373, 8.266, 8.425)
C (0.242, 9.639, 8.757)
H (2.079, 3.117, 3.711)
H (1.444, 1.990, 4.951)
H (3.144, 2.443, 5.184)
H (-0.284, 3.458, 5.154)
H (0.441, 5.010, 4.388)
H (-0.072, 4.425, 7.271)
H (-1.250, 5.170, 6.111)
H (-0.304, 7.036, 7.001)
H (2.504, 6.232, 7.007)
H (1.598, 5.882, 8.394)
H (2.109, 8.672, 7.386)
H (2.264, 7.938, 8.993)
H (0.607, 10.208, 7.889)
H (0.943, 9.882, 9.614)
H (-0.763, 9.774, 9.098)
C (-0.795, 2.106, 2.185)
O (-1.080, 0.946, 1.446)
C (-1.811, 1.302, 0.229)
C (-2.031, 0.074, -0.560)
N (-0.754, -0.614, -0.936)
C (-1.044, -1.842, -1.691)
C (0.208, -2.689, -2.041)
O (0.676, -3.501, -0.952)
C (1.932, -4.078, -1.230)
H (-0.488, 1.693, 3.106)
H (-1.767, 2.661, 2.287)
H (-0.131, 2.851, 1.799)
H (-1.146, 1.958, -0.406)
H (-2.785, 1.715, 0.616)
H (-2.572, 0.392, -1.508)
H (-2.777, -0.607, -0.091)
H (-0.218, -0.912, -0.079)
H (-1.490, -1.519, -2.660)
H (-1.857, -2.413, -1.157)
H (1.026, -2.068, -2.301)
H (-0.002, -3.349, -2.902)
H (2.626, -3.273, -1.506)
H (1.914, -4.799, -2.009)
H (2.300, -4.620, -0.353)
C (2.142, 5.783, 2.063)
C (2.445, 6.989, 2.911)
C (1.187, 7.706, 3.372)
O (0.220, 7.524, 2.366)
C (-1.082, 7.573, 2.884)
N (3.212, 6.756, 4.139)
H (1.596, 6.085, 1.168)
H (1.605, 4.994, 2.639)
H (3.073, 5.316, 1.737)
H (3.179, 7.649, 2.336)
H (1.412, 8.751, 3.682)
H (0.887, 7.156, 4.288)
H (-1.243, 8.451, 3.538)
H (-1.302, 6.667, 3.502)
H (-1.795, 7.649, 2.006)
H (2.673, 6.213, 4.779)
H (4.022, 6.256, 3.886)
C (-4.018, 0.364, 5.960)
C (-3.886, -1.092, 6.390)
C (-2.575, -1.300, 7.270)
O (-1.462, -0.606, 6.667)
C (-1.021, -1.238, 5.464)
N (-4.949, -1.716, 7.147)
H (-4.689, 0.990, 6.602)
H (-4.486, 0.416, 4.955)
H (-2.984, 0.800, 5.900)
H (-3.695, -1.765, 5.545)
H (-2.413, -2.345, 7.434)
H (-2.687, -0.840, 8.207)
H (-0.244, -0.582, 5.025)
H (-1.831, -1.332, 4.698)
H (-0.611, -2.281, 5.602)
H (-5.475, -1.132, 7.751)
H (-5.730, -1.972, 6.567)
C (-0.830, -9.866, -0.389)
C (-0.338, -8.482, -0.289)
C (0.780, -8.339, 0.802)
O (1.233, -6.949, 0.762)
C (2.424, -6.793, 1.566)
N (0.149, -7.949, -1.529)
H (-0.037, -10.586, -0.623)
H (-1.575, -10.014, -1.148)
H (-1.290, -10.254, 0.527)
H (-1.149, -7.830, -0.045)
H (1.617, -9.003, 0.714)
H (0.427, -8.472, 1.841)
H (2.957, -7.765, 1.647)
H (2.136, -6.397, 2.562)
H (3.090, -6.098, 1.029)
H (0.842, -8.498, -1.962)
H (0.516, -7.023, -1.298)
C (0.930, -2.496, 2.212)
C (2.350, -1.873, 2.240)
C (2.628, -1.005, 1.089)
O (4.022, -0.680, 0.933)
C (4.068, 0.221, -0.092)
N (2.544, -1.237, 3.545)
H (0.155, -1.698, 2.173)
H (0.552, -3.030, 3.058)
H (0.866, -3.195, 1.381)
H (3.135, -2.672, 2.089)
H (2.087, -0.045, 1.169)
H (2.168, -1.449, 0.158)
H (5.128, 0.493, -0.158)
H (3.480, 1.082, 0.118)
H (3.808, -0.272, -0.993)
H (3.513, -0.867, 3.463)
H (2.673, -1.940, 4.219)
C (-3.380, 5.234, 1.159)
C (-4.864, 5.016, 0.643)
C (-5.602, 3.947, 1.290)
O (-4.933, 2.732, 0.926)
C (-5.327, 1.645, 1.728)
N (-5.582, 6.306, 0.666)
H (-3.280, 5.866, 2.014)
H (-2.889, 5.797, 0.378)
H (-2.957, 4.308, 1.344)
H (-4.754, 4.755, -0.409)
H (-6.605, 3.927, 0.889)
H (-5.453, 4.157, 2.357)
H (-4.719, 1.701, 2.733)
H (-5.242, 0.711, 1.224)
H (-6.360, 1.795, 2.044)
H (-4.809, 6.972, 0.554)
H (-6.213, 6.322, -0.113)
C (4.370, -2.873, -3.914)
C (5.163, -1.916, -3.056)
C (6.643, -2.151, -3.364)
O (6.935, -3.474, -2.951)
C (8.313, -3.809, -3.194)
N (4.797, -0.577, -3.597)
H (3.269, -2.724, -3.975)
H (4.708, -3.927, -3.666)
H (4.825, -2.812, -4.905)
H (5.014, -2.024, -1.957)
H (7.219, -1.493, -2.817)
H (6.821, -1.865, -4.423)
H (8.469, -4.059, -4.249)
H (8.591, -4.646, -2.554)
H (8.901, -2.986, -2.843)
H (5.328, 0.113, -3.094)
H (3.873, -0.323, -3.388)
C (-0.509, -2.753, -5.417)
C (0.573, -2.052, -6.252)
C (-0.021, -0.942, -7.043)
O (-0.493, 0.042, -6.144)
C (-1.605, 0.812, -6.603)
N (1.746, -1.695, -5.498)
H (-0.255, -3.753, -5.026)
H (-1.450, -2.830, -5.922)
H (-0.763, -2.120, -4.607)
H (0.853, -2.756, -7.031)
H (-0.914, -1.399, -7.541)
H (0.753, -0.557, -7.765)
H (-2.062, 1.302, -5.728)
H (-2.314, 0.183, -7.195)
H (-1.279, 1.595, -7.330)
H (1.725, -0.971, -4.767)
H (2.611, -1.810, -6.043)
C (-1.666, 9.731, -0.589)
C (-2.045, 8.638, -1.514)
C (-0.955, 7.492, -1.472)
O (-1.152, 6.685, -2.612)
C (-0.347, 5.564, -2.768)
N (-3.318, 7.986, -1.222)
H (-1.523, 9.453, 0.502)
H (-2.463, 10.462, -0.592)
H (-0.769, 10.297, -0.891)
H (-1.954, 8.907, -2.602)
H (-1.105, 6.939, -0.552)
H (0.043, 8.007, -1.484)
H (0.747, 5.790, -2.648)
H (-0.524, 5.016, -3.730)
H (-0.630, 4.879, -1.935)
H (-4.152, 8.524, -1.443)
H (-3.413, 7.219, -1.851)
C (6.115, -4.628, -0.052)
C (7.063, -3.918, 0.881)
C (7.207, -2.515, 0.301)
O (7.827, -1.624, 1.262)
C (7.927, -0.347, 0.733)
N (6.462, -3.861, 2.255)
H (6.466, -4.627, -1.081)
H (5.219, -4.050, 0.006)
H (5.908, -5.659, 0.230)
H (8.088, -4.330, 0.961)
H (6.170, -2.038, 0.253)
H (7.737, -2.490, -0.685)
H (8.198, 0.445, 1.443)
H (7.013, -0.028, 0.255)
H (8.604, -0.122, -0.115)
H (5.463, -3.933, 2.222)
H (6.719, -2.978, 2.664)
C (1.919, -5.763, -5.030)
C (2.621, -7.088, -5.224)
C (3.600, -7.402, -4.011)
O (2.817, -7.785, -2.893)
C (3.693, -8.144, -1.819)
N (1.735, -8.124, -5.575)
H (2.604, -4.918, -4.861)
H (1.181, -5.801, -4.205)
H (1.345, -5.500, -5.952)
H (3.362, -6.963, -6.019)
H (4.139, -6.393, -3.782)
H (4.355, -8.108, -4.266)
H (3.120, -8.442, -0.910)
H (4.307, -7.283, -1.530)
H (4.155, -9.059, -2.096)
H (1.179, -8.368, -4.779)
H (2.120, -8.968, -5.980)
C (2.100, 2.433, -2.626)
C (1.184, 1.974, -3.746)
C (1.675, 2.134, -5.121)
O (1.814, 3.528, -5.391)
C (1.358, 3.931, -6.709)
N (0.896, 0.555, -3.432)
H (2.976, 1.851, -2.593)
H (1.660, 2.452, -1.663)
H (2.358, 3.470, -2.875)
H (0.354, 2.631, -3.646)
H (0.887, 1.626, -5.733)
H (2.645, 1.697, -5.246)
H (1.706, 4.955, -6.888)
H (0.278, 3.862, -6.663)
H (1.701, 3.234, -7.475)
H (0.463, 0.552, -2.482)
H (0.177, 0.200, -4.056)



> Which of these has the lowest F_max?

C9H22Br2IrO3PS3



> Among the records above, which one has the highest electronic energy?

C68H181N15O19



> The lowest electronic energy belongs to which entry?

C9H22Br2IrO3PS3



> Among the records above, which one has the lowest F_max?

C9H22Br2IrO3PS3